1.
A structure of composition C30H24MnN8, computed with the ωB97M-V functional and the def2-TZVPD basis.

```
63
Properties=species:S:1:pos:R:3:forces:R:3
Mn 0.178021 -0.051749 -0.357225 -0.258 1.395 0.094
N 2.038225 -0.089345 0.846310 -0.058 0.356 -0.352
N 1.216767 -1.184248 -1.786593 -0.684 -0.097 0.600
N -0.689508 -1.931951 -0.004136 -0.043 -0.600 -0.046
N 2.790273 0.874219 0.577684 0.432 -0.555 0.713
N -1.420103 -4.571767 0.393839 -0.066 -0.088 0.034
N -0.576024 1.095678 1.317315 0.281 -0.348 -0.456
N 2.197789 -2.383157 -3.269749 0.030 0.212 -0.050
N 1.429379 -3.252838 -2.600861 -0.106 -0.205 0.149
C -1.473412 0.523859 -1.386317 -0.288 -0.096 -0.490
C 2.272476 -3.049595 3.061181 0.062 -0.093 0.108
C 2.678440 3.939762 -1.381177 -0.140 0.039 -0.115
C -3.148167 2.129494 -1.975232 0.055 -0.112 0.024
C 4.351766 -1.853863 3.164816 0.038 -0.008 0.035
C -4.591831 2.173428 2.037554 -0.039 0.021 0.029
C -3.042529 1.777810 -3.308437 0.040 -0.045 -0.076
C -2.226519 0.718936 -3.676314 -0.126 0.086 0.005
C -3.717118 1.983174 3.095177 0.002 0.011 -0.025
C -1.991946 -3.587493 1.077109 0.059 -0.010 -0.087
C -1.975844 1.450754 1.521770 -0.325 0.026 -0.094
C -1.633619 -2.260774 0.879492 -0.104 0.169 0.027
C -0.142655 -2.926848 -0.723073 -0.135 -0.161 0.208
C 0.846559 -2.506745 -1.704411 0.276 0.210 -0.270
C 2.067995 -1.146164 -2.793413 0.194 0.087 -0.031
C 2.325042 1.815921 -0.315810 -0.727 0.184 -0.563
C 2.566264 -1.033086 1.768279 0.483 -0.405 0.545
C -1.440109 0.103224 -2.715127 0.297 -0.019 0.041
C -0.511367 -4.251744 -0.513739 0.015 0.147 -0.061
C 1.083955 1.651306 -0.978264 0.675 0.181 0.236
C 1.467780 3.783798 -2.043678 0.215 0.040 0.073
C 3.564235 -2.933269 3.550586 -0.063 0.009 -0.032
C -2.827819 1.665172 0.440922 0.074 -0.007 0.117
C 3.866081 -0.909622 2.284211 -0.253 0.113 -0.248
C -4.152902 2.006597 0.736904 0.115 -0.031 -0.031
C -2.435428 1.454109 -0.974938 0.147 -0.083 0.208
C -2.410623 1.613383 2.829161 0.109 -0.075 0.103
C 1.775478 -2.104964 2.180370 -0.091 0.254 -0.172
C 3.117817 2.944970 -0.527210 0.020 -0.222 0.129
C 0.686006 2.645843 -1.852123 -0.495 -0.344 -0.153
H 3.271279 4.830952 -1.533283 0.021 -0.021 -0.011
H -4.861486 2.110720 -0.071479 -0.019 0.018 -0.008
H 5.353562 -1.747926 3.558738 -0.003 -0.004 -0.019
H 1.119570 4.550299 -2.723321 0.001 0.000 -0.001
H -3.624403 2.301930 -4.054669 0.022 0.033 0.018
H 4.065071 3.012473 -0.008058 -0.014 0.031 0.023
H 0.758989 -2.198535 1.833788 -0.026 0.007 -0.039
H -2.107419 -1.456019 1.429019 0.016 0.002 0.021
H -0.261497 0.617452 2.159503 0.114 -0.097 0.004
H -5.622753 2.441396 2.224959 0.009 -0.004 -0.007
H -0.058590 -5.051226 -1.087850 0.011 0.019 0.001
H -4.042786 2.119548 4.116827 -0.009 -0.024 -0.001
H 2.579628 -0.273652 -3.167522 0.000 -0.027 -0.030
H 3.954262 -3.674319 4.234829 -0.001 0.009 0.005
H -2.748148 -3.862627 1.801231 -0.005 0.058 0.008
H 1.648656 -3.877293 3.371258 -0.008 0.011 -0.006
H 4.472660 -0.071162 1.981327 0.082 0.004 0.012
H -1.720714 1.462945 3.653377 0.021 0.003 -0.029
H -0.787373 -0.693371 -3.044142 0.027 0.036 0.041
H -0.040472 1.962732 1.296887 0.156 -0.009 -0.190
H -3.801923 2.943708 -1.695292 -0.061 -0.039 0.039
H -2.180446 0.385523 -4.704245 -0.011 -0.014 0.006
H 2.763018 -2.708914 -4.041116 0.054 0.034 -0.021
H -0.241516 2.553148 -2.405619 0.008 0.038 0.060
```
Positions in Å, forces in eV/Å.

net charge = +2
highest occupied orbital energy (alpha / beta) = -13.99 / -14.07 eV
2S+1 = 4
F_max = 0.0277 Eh/bohr
Kohn-Sham gap (alpha / beta) = 6.1 / 7.0 eV
expectation value of S² = 4.1697
LUMO level (alpha / beta) = -0.290 / -0.262 hartree

***

2.
A structure of composition C7H8I2N3PdS2, computed with the ωB97M-V functional and the def2-TZVPD basis.

```
23
Properties=species:S:1:pos:R:3:forces:R:3
I -0.609280 -1.499493 -4.656393 0.002 0.110 -0.158
I 0.324073 -3.226602 -1.777120 0.097 -0.261 0.157
Pd 0.069900 -0.388961 -1.951957 0.455 0.386 -0.098
S -3.884683 2.105370 -1.767765 -0.053 0.014 0.002
S 1.764744 0.761201 -2.815552 -0.218 -0.161 0.087
N 1.210347 1.544367 4.010226 -0.040 -0.044 -0.184
N 0.447063 0.259931 0.129113 0.020 0.051 0.126
N -2.007851 0.051726 -1.719717 -0.219 0.310 -0.038
C 0.955623 1.128081 2.748273 0.037 0.106 0.288
C 0.708153 -0.220963 2.458253 -0.019 -0.078 -0.023
C 0.463032 -0.594381 1.160959 -0.017 -0.050 -0.010
C -0.921932 -3.229153 -3.488234 -0.019 -0.043 -0.004
C -2.803563 0.919244 -1.739314 0.067 -0.226 0.048
C 0.667018 1.554080 0.409744 0.003 0.010 -0.056
C 0.917659 2.027129 1.672022 -0.003 0.037 -0.023
H -0.678642 -4.099806 -4.081550 -0.068 -0.059 -0.018
H 1.243611 0.894612 4.774061 -0.001 -0.008 -0.005
H 0.259230 -1.631775 0.928700 0.008 -0.017 0.005
H 1.394205 2.510323 4.210707 0.000 -0.003 -0.011
H 0.638872 2.237476 -0.428980 0.004 0.010 -0.004
H 1.084431 3.085128 1.827041 0.005 -0.026 -0.017
H -1.947476 -3.221341 -3.145623 -0.045 -0.072 -0.034
H 0.705468 -0.966193 3.243105 0.003 0.012 -0.031
```
Positions in Å, forces in eV/Å.

net charge = +1
highest occupied orbital energy (alpha / beta) = -11.62 / -11.89 eV
2S+1 = 5
F_max = 0.0118 Eh/bohr
Kohn-Sham gap (alpha / beta) = 8.2 / 5.2 eV
ΔE to the lowest compared entry with this formula, charge and spin = 5.9 kJ/mol
expectation value of S² = 6.0405
LUMO level (alpha / beta) = -0.126 / -0.246 hartree

***

Q: What is the formula in the first record?
A: C30H24MnN8

***

Q: What is the formula in the second record?
A: C7H8I2N3PdS2

***

Q: Which of these has the highest 2S+1?
A: C7H8I2N3PdS2